No. 1
C30H26F5N7O4STi | ωB97M-V with the def2-TZVPD basis set

## Properties
Gap between HOMO and LUMO (alpha / beta), eV: 5.3 / 5.3
ΔE to the lowest compared entry with this formula, charge and spin, kcal per mole: 1.7

XYZ file:
```
74
C30H26F5N7O4STi, DFT ωB97M-V with the def2-TZVPD basis set
Ti -0.491 -0.501 0.663
C 0.184 1.933 4.302
C 0.400 1.344 3.090
N -0.614 0.837 2.350
C -1.856 0.928 2.893
C -2.029 1.492 4.169
N -1.045 2.002 4.865
C -2.892 0.446 2.030
C -4.253 0.430 2.274
C -5.138 0.054 1.267
C -4.608 -0.183 -0.011
C -3.248 -0.154 -0.206
N -2.380 0.012 0.839
C -2.563 -0.151 -1.474
C -3.171 -0.329 -2.727
N -2.517 -0.205 -3.859
C -1.209 0.105 -3.767
C -0.580 0.230 -2.555
N -1.232 0.082 -1.390
C -6.596 -0.015 1.502
C -7.245 0.876 2.353
C -8.614 0.763 2.532
N -9.366 -0.156 1.931
C -8.742 -1.006 1.118
C -7.378 -0.978 0.875
H 1.002 2.345 4.878
H 1.396 1.215 2.686
H -3.019 1.522 4.611
H -4.622 0.705 3.253
H -5.273 -0.330 -0.850
H -4.223 -0.579 -2.791
H -0.670 0.235 -4.696
H 0.475 0.469 -2.498
H -6.698 1.665 2.852
H -9.135 1.452 3.187
H -9.365 -1.754 0.643
H -6.929 -1.718 0.225
N 1.231 -1.311 -0.568
C 0.847 -2.568 -1.235
C -0.488 -3.108 -0.708
O -0.809 -4.237 -1.018
O -1.199 -2.271 -0.023
H 1.652 -0.667 -1.224
H 1.908 -1.461 0.177
H 1.606 -3.343 -1.144
H 0.698 -2.387 -2.300
C 4.168 -0.425 1.732
O 3.035 0.292 1.271
C 3.300 1.165 0.206
C 2.216 2.204 0.173
O 0.925 1.631 -0.020
C -0.031 2.697 -0.076
H 4.938 0.265 2.090
H 3.822 -1.055 2.547
H 4.586 -1.058 0.942
H 3.357 0.627 -0.754
H 4.258 1.680 0.347
H 2.413 2.909 -0.644
H 2.227 2.762 1.116
H -1.018 2.257 -0.174
H 0.182 3.342 -0.933
H 0.013 3.292 0.840
F 0.524 -7.396 1.061
C 0.532 -6.111 1.407
C -0.589 -5.533 1.973
F -1.678 -6.273 2.171
C -0.574 -4.198 2.319
F -1.677 -3.678 2.847
C 0.545 -3.390 2.113
S 0.511 -1.680 2.529
C 1.652 -4.010 1.549
F 2.764 -3.292 1.285
C 1.660 -5.345 1.194
F 2.743 -5.891 0.632
```

No. 2
C21H19ClF2N | ωB97M-V with the def2-TZVPD basis set

## Properties
Total charge: +1
Gap between HOMO and LUMO, eV: 4.2

XYZ file:
```
44
C21H19ClF2N, DFT ωB97M-V with the def2-TZVPD basis set
C 5.877 2.391 -0.937
C 4.517 1.803 -0.908
C 3.403 2.619 -0.732
F 3.622 3.971 -0.645
C 2.108 2.152 -0.651
C 1.854 0.762 -0.860
C 0.573 0.159 -0.918
C -0.705 0.766 -1.000
C -0.958 2.151 -1.242
C -2.249 2.625 -1.150
F -2.461 3.979 -1.231
C -3.365 1.816 -0.955
C -4.720 2.412 -0.898
C -3.130 0.438 -0.833
C -1.851 -0.075 -0.850
C 2.995 -0.081 -1.026
C 4.276 0.427 -1.040
H 6.604 1.576 -0.946
H 6.045 3.011 -1.827
H 6.071 3.020 -0.059
H 1.301 2.836 -0.414
H 0.571 -0.935 -0.951
H -0.155 2.826 -1.517
H -5.451 1.601 -0.869
H -4.864 3.036 -0.007
H -4.931 3.039 -1.773
H -3.990 -0.222 -0.724
H -1.684 -1.147 -0.734
H 2.822 -1.148 -1.176
H 5.135 -0.234 -1.153
Cl -4.218 -5.169 2.128
C -2.764 -4.268 2.095
C -2.638 -3.124 2.900
C -1.463 -2.376 2.852
C -0.424 -2.741 1.968
N 0.651 -1.919 1.803
C -0.542 -3.923 1.205
C -1.717 -4.673 1.251
H -3.454 -2.826 3.550
H -1.343 -1.493 3.478
H 1.427 -2.178 1.210
H 0.764 -1.097 2.381
H 0.286 -4.228 0.566
H -1.827 -5.561 0.637
```

No. 3
C3H9B | ωB97M-V with the def2-TZVPD basis set

## Properties
Gap between HOMO and LUMO, eV: 11.0
SMILES string: BCCC
ΔE to the lowest compared entry with this formula, charge and spin, kcal per mole: 33.6

XYZ file:
```
13
C3H9B, DFT ωB97M-V with the def2-TZVPD basis set
B 1.895 -0.402 -0.458
C 0.767 -0.100 0.721
C -0.480 0.873 0.185
C -1.674 -0.200 -0.280
H 1.978 -1.505 -0.912
H 2.627 0.449 -0.877
H 1.337 0.374 1.626
H 0.308 -1.132 1.039
H -0.178 1.475 -0.798
H -0.866 1.618 1.003
H -1.998 -0.891 0.633
H -1.141 -0.903 -1.084
H -2.574 0.343 -0.797
```